263
Properties=species:S:1:pos:R:3:lowdin_charge:R:1 method="wB97M-V/def2-TZVPD" charge=+3 max_force_ev_per_a=4.12 lumo_ev=-4.14 orbital_gap_ha=0.3274
C 10.199 21.438 16.493 -0.0674
C 9.942 22.678 17.280 -0.1201
N 10.166 22.503 18.814 -0.2383
C 10.057 23.757 19.599 0.0216
C 9.163 21.559 19.333 -0.1666
C 9.245 21.332 20.872 -0.0420
C 11.572 21.907 19.025 -0.0579
C 12.718 22.565 18.259 -0.2270
O 12.950 23.927 18.532 -0.1780
C 14.096 24.334 17.770 -0.0615
H 9.576 20.584 16.700 0.0817
H 11.193 21.086 16.640 0.0590
H 10.136 21.616 15.395 0.1195
H 8.928 23.007 17.122 0.1344
H 10.598 23.446 16.916 0.1280
H 9.217 24.363 19.327 0.1154
H 10.860 24.338 19.221 0.0856
H 10.137 23.688 20.673 0.1105
H 9.311 20.615 18.843 0.1173
H 8.200 21.969 19.149 0.1280
H 8.781 20.378 21.143 0.0928
H 8.880 22.195 21.439 0.0822
H 10.292 21.166 21.179 0.0634
H 11.512 20.907 18.642 0.1271
H 11.889 21.948 20.067 0.1376
H 12.461 22.484 17.245 0.0884
H 13.629 21.985 18.481 0.0990
H 14.626 25.096 18.344 0.0978
H 13.859 24.722 16.764 0.1012
H 14.719 23.491 17.643 0.0683
C 23.082 13.648 25.173 -0.0349
C 21.781 13.537 24.292 -0.1383
N 21.692 12.402 23.299 -0.2404
C 20.719 12.808 22.279 -0.0386
C 22.984 12.111 22.480 -0.1372
C 23.359 13.315 21.700 -0.0632
C 21.300 11.059 23.916 -0.0668
C 20.277 10.967 24.999 -0.1763
O 19.147 11.816 24.725 -0.2567
C 17.902 11.409 25.273 -0.0740
H 23.260 12.697 25.699 0.0772
H 22.917 14.348 25.974 0.0733
H 24.021 13.840 24.637 0.0809
H 21.817 14.456 23.699 0.0871
H 20.865 13.500 24.884 0.1263
H 20.811 13.857 21.890 0.0874
H 19.676 12.670 22.694 0.1229
H 20.869 12.204 21.396 0.0811
H 22.681 11.261 21.892 0.0929
H 23.713 11.905 23.248 0.1249
H 22.743 13.524 20.775 0.0906
H 24.379 13.201 21.444 0.0835
H 23.337 14.227 22.257 0.0739
H 22.207 10.735 24.359 0.1217
H 21.091 10.398 23.036 0.1494
H 20.621 11.135 25.993 0.1182
H 19.864 9.913 25.072 0.1519
H 17.226 12.226 24.992 0.0723
H 18.080 11.318 26.412 0.1221
H 17.575 10.416 24.884 0.0994
C 14.497 15.643 9.343 -0.0648
C 14.690 14.273 9.900 -0.1860
N 15.138 14.238 11.346 -0.2532
C 15.389 12.822 11.686 -0.0042
C 16.516 14.943 11.495 -0.1659
C 17.735 14.431 10.780 -0.0328
C 14.151 14.961 12.270 -0.0649
C 14.314 14.677 13.728 -0.2363
O 13.936 13.359 14.013 -0.1906
C 13.687 13.216 15.393 -0.0866
H 13.727 16.180 9.872 0.0720
H 14.034 15.492 8.364 0.1042
H 15.427 16.236 9.375 0.0968
H 15.503 13.779 9.319 0.1328
H 13.782 13.649 9.772 0.1497
H 14.392 12.323 11.793 0.1306
H 15.918 12.724 12.612 0.0944
H 16.009 12.350 10.910 0.1142
H 16.627 15.108 12.548 0.0864
H 16.264 15.908 11.193 0.0908
H 17.632 14.455 9.634 0.1173
H 18.041 13.473 11.116 0.0713
H 18.469 15.186 10.939 0.0811
H 13.125 14.602 12.006 0.1609
H 14.229 15.997 11.895 0.1371
H 13.589 15.361 14.329 0.1624
H 15.301 14.961 14.110 0.1054
H 12.606 12.962 15.586 0.1111
H 14.014 14.035 16.038 0.0672
H 14.228 12.287 15.763 0.0954
C 19.010 23.597 21.720 -0.0350
C 18.319 22.791 22.843 -0.1448
N 18.954 21.426 23.028 -0.2462
C 20.425 21.735 23.346 0.0242
C 18.406 20.758 24.266 -0.1864
C 16.962 20.607 24.227 -0.0704
C 18.811 20.652 21.772 -0.0979
C 19.995 20.247 20.919 -0.2107
O 20.591 21.329 20.253 -0.2046
C 21.783 20.932 19.604 -0.0822
H 19.976 23.954 22.031 0.0774
H 18.265 24.377 21.515 0.1005
H 19.218 22.978 20.875 0.0550
H 17.260 22.590 22.579 0.1350
H 18.453 23.201 23.900 0.1561
H 20.941 22.136 22.467 0.0998
H 20.906 20.793 23.643 0.1053
H 20.576 22.338 24.242 0.1163
H 18.685 21.408 25.066 0.1218
H 18.922 19.773 24.324 0.1242
H 16.688 19.821 24.878 0.0770
H 16.672 20.226 23.278 0.0557
H 16.386 21.530 24.488 0.1165
H 18.167 21.229 21.117 0.1306
H 18.246 19.732 21.995 0.1068
H 19.719 19.367 20.398 0.1130
H 20.785 19.888 21.554 0.1046
H 21.543 20.107 18.906 0.0785
H 22.457 20.375 20.352 0.1142
H 22.247 21.787 19.072 0.1086
C 25.587 11.989 15.581 -0.0547
C 24.558 12.782 16.437 -0.1456
N 23.052 12.827 15.994 -0.2089
C 22.898 13.691 14.744 0.0366
C 22.729 11.386 15.628 -0.1788
C 21.268 11.206 15.378 -0.0604
C 22.191 13.349 17.167 -0.0826
C 22.541 14.650 17.793 -0.2178
O 22.455 15.685 16.849 -0.1906
C 22.913 16.927 17.295 -0.0992
H 25.382 10.892 15.572 0.0921
H 26.565 12.101 16.056 0.0842
H 25.776 12.481 14.600 0.0946
H 24.901 13.799 16.596 0.1136
H 24.566 12.454 17.476 0.1243
H 23.202 13.017 13.947 0.1039
H 23.617 14.533 14.804 0.1106
H 21.914 14.149 14.712 0.0837
H 23.106 10.851 16.484 0.1198
H 23.367 11.097 14.797 0.1193
H 20.902 11.726 14.509 0.0763
H 20.656 11.416 16.242 0.0600
H 21.154 10.148 15.139 0.0998
H 22.291 12.616 17.956 0.1046
H 21.219 13.350 16.737 0.0892
H 23.564 14.648 18.253 0.1395
H 21.880 14.827 18.621 0.1021
H 22.678 17.634 16.488 0.0992
H 23.989 16.969 17.551 0.1028
H 22.280 17.273 18.142 0.0848
C 15.561 8.122 18.589 -0.0435
C 16.216 8.762 19.860 -0.0824
N 17.778 9.078 19.722 -0.2457
C 18.260 9.407 21.098 -0.0102
C 18.518 7.856 19.292 -0.1473
C 18.206 6.558 20.127 -0.0431
C 18.090 10.349 18.896 -0.0886
C 17.341 10.703 17.639 -0.1951
O 17.453 9.537 16.837 -0.2012
C 16.541 9.596 15.776 -0.1039
H 15.003 8.807 17.891 0.0798
H 14.856 7.338 18.891 0.0886
H 16.353 7.704 17.953 0.0658
H 16.211 8.152 20.791 0.1248
H 15.738 9.657 20.249 0.1107
H 18.295 8.417 21.610 0.0985
H 17.530 10.117 21.530 0.0995
H 19.261 9.860 21.041 0.0916
H 19.584 8.104 19.542 0.1209
H 18.332 7.736 18.224 0.1177
H 17.203 6.115 20.122 0.0847
H 18.516 6.668 21.156 0.0625
H 18.905 5.832 19.744 0.0836
H 19.192 10.306 18.781 0.1170
H 17.889 11.150 19.620 0.0957
H 17.984 11.536 17.247 0.1363
H 16.278 11.138 17.834 0.1636
H 16.310 10.668 15.603 0.0884
H 15.666 8.995 15.916 0.0660
H 17.027 9.157 14.874 0.1077
C 19.076 14.133 19.123 -0.0627
C 19.038 15.332 18.303 -0.1530
N 17.836 16.248 18.582 -0.2384
C 17.802 16.469 20.079 0.0121
C 18.026 17.590 17.966 -0.1291
C 17.974 17.509 16.399 -0.0278
C 16.591 15.513 18.142 -0.0587
C 15.400 16.442 17.884 -0.2179
O 14.945 17.260 18.910 -0.1649
C 14.262 16.502 19.911 -0.0878
H 20.000 13.680 18.924 0.0577
H 18.368 13.334 18.980 0.0716
H 19.090 14.319 20.186 0.0742
H 19.135 15.174 17.178 0.1319
H 19.924 15.988 18.587 0.1409
H 17.004 17.193 20.344 0.1036
H 18.819 16.692 20.465 0.0958
H 17.590 15.537 20.590 0.0789
H 18.985 17.992 18.292 0.1200
H 17.280 18.234 18.411 0.1196
H 17.125 16.922 16.004 0.0651
H 18.892 17.040 15.996 0.0725
H 17.957 18.468 15.941 0.0746
H 16.354 14.786 18.944 0.1221
H 16.815 14.997 17.209 0.1288
H 14.601 15.763 17.633 0.1066
H 15.560 17.031 16.980 0.1145
H 13.475 15.833 19.459 0.1201
H 13.850 17.270 20.583 0.0768
H 14.889 15.792 20.462 0.0393
C 17.252 15.147 24.236 -0.0455
C 16.033 14.940 23.382 -0.1305
N 14.832 15.838 23.860 -0.1990
C 13.613 15.288 23.161 0.0340
C 14.453 15.857 25.329 -0.1462
C 14.243 14.444 25.943 -0.0398
C 15.122 17.207 23.307 -0.1082
C 14.175 18.268 23.668 -0.2345
O 12.826 18.037 23.297 -0.2315
C 11.902 19.144 23.164 -0.0588
H 17.643 16.144 24.060 0.0528
H 18.081 14.453 24.004 0.0897
H 16.978 15.018 25.291 0.0814
H 15.753 13.888 23.363 0.1019
H 16.221 15.302 22.340 0.1172
H 13.353 14.321 23.513 0.0924
H 13.905 15.264 22.134 0.0673
H 12.779 15.975 23.390 0.1154
H 13.544 16.469 25.438 0.1317
H 15.220 16.392 25.845 0.1146
H 14.228 14.403 27.059 0.1017
H 15.036 13.758 25.610 0.0662
H 13.277 14.014 25.635 0.0824
H 15.189 17.212 22.215 0.1136
H 16.056 17.583 23.623 0.1168
H 14.580 19.161 23.250 0.0947
H 14.192 18.449 24.760 0.1330
H 11.494 19.137 22.098 0.0900
H 12.504 20.020 23.452 0.0923
H 11.061 18.930 23.869 0.0972
N 18.663 14.586 14.488 -0.5869
O 18.876 15.679 13.924 -0.0318
O 19.555 14.023 15.176 -0.0782
O 17.527 14.095 14.551 -0.0646
N 15.492 12.673 21.229 -0.6398
O 14.928 11.891 22.013 -0.0340
O 16.747 12.548 21.178 -0.0966
O 14.983 13.544 20.580 -0.0225
N 14.742 19.895 20.286 -0.6109
O 13.692 19.512 20.764 -0.0258
O 15.768 19.438 20.812 -0.0519
O 14.824 20.718 19.375 -0.0257
N 21.746 10.107 19.412 -0.5903
O 21.319 9.946 18.286 -0.0123
O 22.408 11.159 19.718 -0.0881
O 21.580 9.234 20.268 -0.0207
C 21.038 17.350 24.174 -0.0285
C 20.009 17.066 23.092 -0.6999
O 20.268 16.046 22.373 -0.0898
O 18.979 17.823 22.933 -0.1026
H 22.024 17.535 23.736 0.0706
H 21.174 16.462 24.816 0.0618
H 20.830 18.303 24.827 0.0952